No. 1
# C3H2DyLi2O3

A structure of composition C3H2DyLi2O3 at a distorted geometry (ωB97M-V with the def2-TZVPD basis set, OMol25).

Output
* Kohn-Sham gap (alpha / beta): 5.42 / 5.40 eV
* E: -33747.084 eV
* E_LUMO (alpha / beta): -0.44722 / -0.45323 Ha
* strongest force on any atom: 0.1837 hartree/bohr
* net charge: +3
* molar mass: 262.4 g mol⁻¹
* expectation value of S²: 9.733
* HOMO level (alpha / beta): -0.646 / -0.652 Ha
* multiplicity: 6

XYZ file:
```
11
C3H2DyLi2O3 (ωB97M-V with the def2-TZVPD basis set)
C 0.94 0.84 0.44
C -0.02 -0.04 -0.38
O 1.40 1.89 0.00
H 1.10 0.47 1.45
H -0.64 0.33 -1.20
Li 2.81 2.16 -1.05
Li 0.28 3.27 0.35
O -0.05 -1.32 -0.05
C -1.10 -2.21 -0.47
O -2.18 -2.33 -0.80
Dy -2.53 -3.06 1.71
```

No. 2
# C3H5NO2

An isolated molecule of C3H5NO2 at a distorted geometry (ωB97M-V with the def2-TZVPD basis set, OMol25).

Output
* Kohn-Sham gap: 10.70 eV
* E: -8776.111 eV
* E_LUMO: 0.02302 Ha
* strongest force on any atom: 0.0994 hartree/bohr
* net charge: 0
* molar mass: 87.1 g mol⁻¹
* SMILES string: O=CCNC=O
* HOMO level: -0.370 Ha
* multiplicity: 1

XYZ file:
```
11
C3H5NO2 (ωB97M-V with the def2-TZVPD basis set)
C 1.29 -1.36 0.07
N 0.05 -0.78 0.42
C -0.21 0.70 0.42
C -1.05 1.08 -0.70
O -1.22 2.24 -1.07
O 2.07 -0.67 -0.54
H 1.21 -2.40 0.01
H -0.62 -1.35 0.85
H 0.73 1.34 0.33
H -0.67 0.92 1.43
H -1.59 0.29 -1.22
```

No. 3
# C21H42B3ClNO20P

A structure of composition C21H42B3ClNO20P at a distorted geometry (ωB97M-V with the def2-TZVPD basis set, OMol25).

Output
* Kohn-Sham gap: 8.57 eV
* E: -88748.621 eV
* E_LUMO: -0.01384 Ha
* strongest force on any atom: 0.0311 hartree/bohr
* net charge: 0
* molar mass: 727.4 g mol⁻¹
* HOMO level: -0.329 Ha
* multiplicity: 1

XYZ file:
```
89
C21H42B3ClNO20P (ωB97M-V with the def2-TZVPD basis set)
O -0.65 -9.67 1.71
C -0.29 -8.92 0.91
N 0.04 -8.13 0.05
B 1.27 -7.42 0.17
O 2.49 -8.02 -0.03
B 3.28 -7.79 1.08
O 3.49 -6.47 1.38
B 2.54 -5.62 0.89
P 3.12 -3.77 0.66
O 2.12 -3.14 -0.47
Cl 2.51 -2.80 2.34
O 1.31 -6.09 0.53
H 3.63 -8.69 1.76
H 2.57 -3.20 -1.33
C 8.03 2.63 -0.40
C 7.81 1.23 -0.94
O 6.97 0.45 -0.07
C 5.66 0.69 -0.19
O 5.14 1.46 -0.96
O 5.02 -0.08 0.68
C 3.60 0.13 0.71
H 8.41 2.59 0.62
H 8.75 3.16 -1.02
H 7.10 3.19 -0.40
H 8.75 0.68 -0.98
H 7.39 1.25 -1.94
H 3.17 0.05 -0.29
H 3.37 1.10 1.13
H 3.15 -0.64 1.33
C -2.77 1.13 -1.07
C -2.37 2.13 -0.01
O -0.97 2.04 0.32
C -0.14 2.64 -0.52
O -0.44 3.28 -1.50
O 1.10 2.40 -0.10
C 2.17 2.93 -0.89
H -2.48 0.12 -0.76
H -3.85 1.15 -1.21
H -2.29 1.35 -2.02
H -2.89 1.92 0.93
H -2.61 3.15 -0.30
H 2.06 3.99 -1.07
H 2.23 2.40 -1.84
H 3.08 2.75 -0.33
C -1.03 3.85 -5.20
C -0.47 2.45 -5.21
O -1.46 1.49 -5.61
C -1.67 1.39 -6.92
O -1.10 2.01 -7.78
O -2.63 0.49 -7.12
C -3.00 0.31 -8.49
H -1.93 3.90 -4.59
H -0.29 4.55 -4.80
H -1.29 4.17 -6.21
H -0.17 2.16 -4.20
H 0.41 2.37 -5.85
H -2.13 0.12 -9.11
H -3.52 1.20 -8.85
H -3.67 -0.54 -8.51
C -3.12 1.94 7.39
C -3.83 3.26 7.14
O -3.11 4.09 6.23
C -3.25 3.79 4.94
O -3.95 2.91 4.49
O -2.51 4.63 4.22
C -2.53 4.39 2.81
H -2.09 2.12 7.71
H -3.64 1.37 8.16
H -3.09 1.34 6.48
H -3.89 3.84 8.06
H -4.85 3.10 6.78
H -3.55 4.35 2.43
H -2.00 3.47 2.58
H -2.01 5.23 2.36
C -2.05 -4.85 0.25
C -1.21 -3.59 0.33
O -2.04 -2.42 0.43
C -2.51 -2.15 1.65
O -2.30 -2.78 2.65
O -3.26 -1.06 1.56
C -3.89 -0.66 2.79
H -2.78 -4.77 -0.55
H -1.41 -5.71 0.07
H -2.59 -5.01 1.18
H -0.65 -3.46 -0.59
H -0.50 -3.62 1.15
H -3.15 -0.58 3.58
H -4.66 -1.38 3.07
H -4.33 0.31 2.60
```

No. 4
# C2H2ClFO2

A cluster of 2 separate species, C2H2ClFO2 in total at a distorted geometry (ωB97M-V with the def2-TZVPD basis set, OMol25).

Output
* Kohn-Sham gap (alpha / beta): 8.89 / 8.88 eV
* E: -21437.853 eV
* E_LUMO (alpha / beta): -0.04682 / -0.04679 Ha
* strongest force on any atom: 0.0844 hartree/bohr
* net charge: 0
* molar mass: 112.5 g mol⁻¹
* HOMO level (alpha / beta): -0.373 / -0.373 Ha
* multiplicity: 1

XYZ file:
```
8
C2H2ClFO2 (ωB97M-V with the def2-TZVPD basis set)
C 1.06 0.38 0.10
C -0.37 0.18 -0.17
O 1.57 1.37 0.49
O -0.61 -0.98 -0.80
F -1.10 1.27 -0.53
Cl 1.94 -1.14 0.01
H -0.99 0.21 1.65
H -1.50 -1.29 -0.74
```